DFT (ωB97M-V/def2-TZVPD) results for a molecular structure, C4H3ClFN4O at a distorted geometry.

```
! wB97M-V def2-TZVPD RIJCOSX def2/J DEFGRID3
* xyz -1 1
C 2.03 0.41 -0.81
C -1.53 -0.69 0.28
C -0.33 -0.32 -0.61
C -1.71 0.79 0.36
N 3.07 0.12 -0.01
N 2.64 -0.58 1.02
N 1.44 -0.80 0.98
N 0.88 -0.24 -0.11
O 1.92 1.03 -1.85
F -1.51 1.23 1.65
Cl -3.17 1.52 -0.26
H -2.19 -1.38 -0.12
H -1.27 -1.22 1.12
H -0.28 0.14 -1.63
*
```

Properties
Relative energy (zero: lowest compared OMol25 entry of this formula, charge and spin), kcal/mol: 0.0
HOMO energy (spin up / spin down), eV: -4.0 / -4.0

Quick look at the natural (NBO) charges, all values in e: number 1, C, carries 0.67; number 2, C, carries -0.52; number 3, C, carries 0.11; number 4, C, carries 0.17; number 5, N, carries -0.49; number 6, N, carries -0.04; number 7, N, carries -0.15; number 8, N, carries -0.33; number 9, O, carries -0.69; number 10, F, carries -0.37; number 11, Cl, carries -0.08; number 12, H, carries 0.21; number 13, H, carries 0.24; number 14, H, carries 0.26